{"formula": "C5H37NO13", "method": "ωB97M-V with the def2-TZVPD basis set", "e_homo_ev": -9.24, "lumo_energy_ev": -0.07, "symbols": ["C", "O", "C", "C", "C", "C", "N", "H", "H", "H", "H", "H", "H", "H", "H", "H", "H", "H", "H", "H", "H", "H", "O", "H", "H", "O", "H", "H", "O", "H", "H", "O", "H", "H", "O", "H", "H", "O", "H", "H", "O", "H", "H", "O", "H", "H", "O", "H", "H", "O", "H", "H", "O", "H", "H", "O"], "coordinates": [[-1.94654, 0.34000, -0.98324], [-1.22461, 1.53922, -1.38020], [-0.82223, -0.71710, -0.82528], [-1.36732, -2.16811, -0.94370], [-2.56113, -2.46857, 0.03890], [-1.80464, -2.49205, -2.39594], [0.01189, -0.60247, 0.34749], [-2.59493, 0.20613, -1.89937], [-2.42389, 0.39159, -0.01011], [-1.79057, 2.32346, -1.29702], [-0.22216, -0.43299, -1.70741], [-0.52578, -2.84339, -0.65654], [-2.64344, -2.03785, 1.01405], [-2.76709, -3.53125, 0.01809], [-3.36199, -2.15729, -0.49887], [-0.97273, -2.18319, -3.02344], [-2.54679, -1.80681, -2.83080], [-2.01818, -3.55877, -2.53555], [0.35834, 0.33114, 0.48258], [-0.38233, -1.06921, 1.11683], [0.98520, 1.42576, -3.37560], [0.56100, 1.23369, -1.87514], [1.32258, 1.20924, -2.51164], [1.34075, -3.85566, 0.65493], [0.85558, -5.29881, 0.97540], [1.38325, -4.81426, 0.32027], [4.82263, 0.43175, -0.56293], [3.45969, -0.02148, -0.80416], [3.99680, 0.71359, -0.96323], [3.19076, -2.86391, -0.27738], [2.12042, -1.72336, 0.10374], [3.06345, -1.97812, 0.15973], [-1.31139, 2.59984, 2.27183], [-2.13595, 1.39659, 2.82396], [-1.71801, 1.72057, 2.07202], [1.05557, 2.00558, 1.85852], [1.94996, 1.62832, 3.22324], [1.31582, 1.32615, 2.52549], [2.08512, -0.46554, 2.66330], [2.76261, -1.61019, 1.83811], [2.29774, -1.42472, 2.66456], [-3.92701, 2.27533, 0.98072], [-4.77638, 1.19013, 0.54416], [-4.48333, 2.03606, 0.22964], [1.11506, -3.20008, 3.12307], [0.18020, -2.38564, 2.23631], [0.62658, -3.29582, 2.29028], [-2.24848, 4.35135, -0.57720], [-3.57531, 3.49106, -0.72766], [-2.68436, 3.63766, -1.16991], [3.39974, 2.36335, -0.98581], [3.15091, 3.39333, -1.96126], [2.86458, 3.20029, -1.06233], [0.00465, 2.14297, -0.14488], [1.20247, 3.07881, -0.06910], [0.40714, 2.76466, 0.48482]], "mulliken_charge": [-0.21, -0.58, -0.03, 0.82, -1.83, -1.61, 0.55, 0.30, -0.05, 0.38, 0.05, 0.14, 0.34, 0.43, 0.59, 0.45, 0.30, 0.40, -0.05, 0.00, 0.23, 0.28, -0.64, 0.35, 0.31, -0.65, 0.27, 0.33, -0.64, 0.32, 0.32, -0.74, 0.26, 0.24, -0.46, 0.36, 0.26, -0.66, 0.31, 0.43, -0.67, 0.33, 0.30, -0.66, 0.28, 0.34, -0.68, 0.34, 0.34, -0.70, 0.36, 0.31, -0.66, 0.26, 0.38, -0.73]}



{"formula": "C8H14F4IN4O3", "method": "ωB97M-V with the def2-TZVPD basis set", "e_homo_ev": -3.34, "charge": -1, "lumo_energy_ev": 2.62, "symbols": ["N", "C", "N", "N", "C", "C", "C", "C", "O", "C", "O", "N", "F", "C", "O", "C", "F", "F", "F", "H", "H", "H", "H", "H", "H", "H", "H", "H", "H", "H", "H", "H", "H", "I"], "coordinates": [[3.11970, -2.60763, 0.98228], [2.37922, -1.57142, 1.06822], [2.25834, -0.81365, 2.23464], [1.61926, -1.13174, -0.02462], [2.41578, -0.15200, -0.83603], [1.50344, 0.84073, -1.56092], [1.23183, 2.07212, -0.68086], [0.13704, 1.82883, 0.36574], [-1.09060, 2.46471, -0.07461], [-2.15286, 1.94179, 0.55342], [-2.58418, 2.38125, 1.58312], [-2.79055, 0.86325, -0.11482], [-1.95583, 0.39634, -1.13602], [-3.03941, -0.26202, 0.76370], [-4.26467, -0.91997, 0.47251], [-4.17137, -1.98874, -0.34620], [-5.38870, -2.55106, -0.39875], [-3.32694, -2.92092, 0.10776], [-3.83812, -1.66446, -1.59397], [3.58408, -2.78496, 1.87163], [3.10826, -0.79710, 2.77533], [1.89412, 0.11334, 2.06610], [1.38519, -1.93107, -0.59756], [3.07140, -0.65399, -1.54072], [3.05458, 0.42483, -0.16204], [0.54936, 0.36632, -1.80197], [2.00684, 1.14505, -2.59702], [2.14409, 2.43664, -0.20637], [0.88612, 2.86310, -1.35035], [0.43850, 2.17179, 1.35984], [-0.02914, 0.75032, 0.41252], [-2.16836, -0.91736, 0.71001], [-3.11446, 0.08883, 1.78578], [3.12803, 0.51887, -4.08976]], "mulliken_charge": [-0.72, 0.35, -0.53, -0.13, -0.59, 0.04, -1.03, 0.00, -0.36, 0.52, -0.55, 0.12, -0.13, -0.63, -0.40, 0.99, -0.27, -0.27, -0.24, 0.20, 0.25, 0.24, 0.32, 0.26, 0.29, 0.31, -0.21, 0.35, 0.38, 0.42, 0.01, 0.43, 0.40, -0.81]}



{"formula": "C43H47CoGe2N7O2", "method": "ωB97M-V with the def2-TZVPD basis set", "e_homo_ev": [-7.76, -9.75], "multiplicity": 3, "charge": 1, "lumo_energy_ev": [-3.74, -5.08], "symbols": ["Co", "C", "C", "C", "C", "C", "N", "C", "C", "C", "N", "C", "C", "C", "C", "C", "C", "C", "C", "N", "C", "C", "C", "N", "C", "C", "C", "C", "O", "C", "O", "H", "H", "H", "H", "H", "H", "H", "H", "H", "H", "H", "H", "H", "H", "H", "H", "H", "H", "H", "H", "H", "H", "H", "H", "H", "H", "H", "H", "N", "C", "C", "C", "N", "C", "N", "C", "Ge", "C", "C", "Ge", "C", "C", "C", "C", "C", "C", "C", "C", "C", "C", "C", "C", "H", "H", "H", "H", "H", "H", "H", "H", "H", "H", "H", "H", "H", "H", "H", "H", "H", "H", "H"], "coordinates": [[0.61085, 0.14286, -0.68788], [-2.80825, 5.25836, -3.80148], [-2.01625, 4.35856, -2.90488], [-1.82255, 4.65896, -1.56698], [-0.92935, 3.92286, -0.77418], [-0.57005, 4.30256, 0.53552], [-1.43855, 4.83926, 1.41602], [-2.75755, 4.26476, 1.58122], [-2.70785, 3.09796, 2.58432], [-1.76565, 1.97026, 2.13442], [-1.62755, 0.99656, 3.18702], [-0.50105, 0.69906, 3.82602], [0.81845, 0.95606, 3.36932], [1.75475, 1.42786, 4.30562], [3.02545, 1.83996, 3.94562], [3.95605, 2.46756, 4.93902], [3.41625, 1.66906, 2.62592], [2.57305, 1.08506, 1.67102], [3.12165, 0.75666, 0.39822], [2.53125, 0.22896, -0.62058], [3.42355, -0.21484, -1.68248], [2.91815, 0.01156, -3.10458], [1.51175, -0.55364, -3.31408], [0.61255, 0.29166, -2.56898], [0.02215, 1.23876, -3.22068], [-0.59925, 2.39026, -2.65798], [-1.41135, 3.22396, -3.43398], [-0.28555, 2.76006, -1.31728], [0.50895, 2.09806, -0.57118], [1.23545, 0.72856, 2.00942], [0.45725, 0.11506, 1.19412], [-3.29975, 6.05266, -3.24548], [-3.56035, 4.69356, -4.34888], [-2.14235, 5.71426, -4.53568], [-2.27135, 5.54126, -1.13598], [0.45315, 4.14116, 0.85332], [-1.04325, 5.18976, 2.27962], [-3.11975, 3.90736, 0.61682], [-3.43925, 5.03076, 1.95432], [-3.72295, 2.70836, 2.68652], [-2.37725, 3.47566, 3.55622], [-0.77275, 2.35716, 1.89362], [-2.16785, 1.49356, 1.23992], [-2.50175, 0.68326, 3.58882], [-0.61865, 0.29446, 4.82382], [1.43275, 1.53186, 5.33182], [3.41855, 2.82616, 5.81332], [4.48035, 3.30746, 4.48742], [4.70605, 1.75156, 5.27462], [4.40815, 1.97686, 2.33032], [4.19825, 0.92606, 0.32102], [3.58645, -1.28934, -1.53858], [4.39625, 0.28306, -1.57568], [3.60675, -0.47604, -3.79428], [2.90285, 1.08306, -3.31898], [1.46435, -1.57844, -2.93758], [1.27485, -0.54134, -4.38518], [0.02755, 1.19046, -4.31158], [-1.58515, 2.97606, -4.47078], [-1.19535, -0.08124, -0.74168], [-2.30275, 0.29116, -0.84208], [-3.59795, 0.66206, -0.96988], [-4.37095, 0.87736, 0.17302], [-4.95365, 1.06826, 1.14682], [-4.13155, 0.83666, -2.25348], [-4.53855, 0.97546, -3.31858], [-1.05395, -2.83614, -3.81428], [-1.42555, -3.42864, -1.94228], [-3.33395, -2.95414, -1.57168], [-1.24145, -5.42404, -1.88288], [0.23435, -2.35934, -0.27048], [-0.28435, -2.90364, 1.57042], [0.44665, -2.57124, 2.70512], [0.06695, -3.03524, 3.95122], [-1.05455, -3.83714, 4.07882], [-1.79055, -4.18164, 2.95822], [-1.40535, -3.71404, 1.71522], [2.07035, -3.13324, -0.53898], [3.09755, -3.04084, 0.39332], [4.33515, -3.60284, 0.13542], [4.56645, -4.25374, -1.06418], [3.54995, -4.35994, -1.99878], [2.31345, -3.79974, -1.73528], [-1.80785, -3.27454, -4.46338], [-0.08055, -3.15574, -4.17408], [-1.12035, -1.75574, -3.90148], [-3.96265, -3.77304, -1.91248], [-3.61555, -2.06144, -2.12348], [-3.54255, -2.78584, -0.51908], [-1.94855, -5.82914, -2.60268], [-1.47415, -5.84234, -0.90858], [-0.24565, -5.75314, -2.16148], [1.31855, -1.93834, 2.62622], [0.64955, -2.77804, 4.82452], [-1.35075, -4.20154, 5.04942], [-2.66015, -4.81404, 3.05672], [-1.97845, -3.99754, 0.84092], [2.93055, -2.53354, 1.33412], [5.12035, -3.53414, 0.87262], [5.53485, -4.68294, -1.27028], [3.72385, -4.86684, -2.93438], [1.51805, -3.89974, -2.46448]], "lowdin_spin": [0.46, 0.00, 0.01, 0.11, 0.03, 0.39, 0.19, 0.02, 0.01, 0.01, 0.00, 0.00, 0.00, 0.00, 0.00, 0.00, 0.00, 0.00, 0.00, 0.00, 0.00, 0.00, 0.00, 0.00, 0.00, 0.02, 0.13, 0.04, 0.09, 0.00, 0.02, 0.00, 0.00, 0.00, 0.01, 0.02, 0.00, 0.00, 0.00, 0.00, 0.00, 0.01, 0.00, 0.00, 0.00, 0.00, 0.00, 0.00, 0.00, 0.00, 0.00, 0.00, 0.00, 0.00, 0.00, 0.00, 0.00, 0.00, 0.01, 0.02, 0.00, 0.02, 0.00, 0.01, 0.00, 0.01, 0.00, 0.03, 0.01, 0.01, 0.16, 0.01, 0.00, 0.00, 0.00, 0.00, 0.01, 0.05, 0.01, 0.00, 0.01, 0.00, 0.02, 0.00, 0.00, 0.00, 0.00, 0.00, 0.00, 0.00, 0.00, 0.00, 0.00, 0.00, 0.00, 0.00, 0.00, 0.00, 0.00, 0.00, 0.00, 0.00]}



{"formula": "C2H4OS", "method": "ωB97M-V with the def2-TZVPD basis set", "e_homo_ev": -9.75, "lumo_energy_ev": -0.28, "symbols": ["O", "C", "C", "S", "H", "H", "H", "H"], "coordinates": [[-0.25100, 0.47191, -1.90991], [0.05291, 0.66305, -0.67992], [0.49208, -0.56910, 0.06033], [-0.68882, -0.78323, 1.44435], [-0.78872, 1.24739, -0.06570], [1.64190, -0.64489, 0.23528], [0.42770, -1.20495, -0.70218], [-0.88605, 0.81982, 1.61773]], "mulliken_charge": [-0.46, 0.27, -0.38, -0.21, 0.00, 0.29, 0.32, 0.17]}



{"formula": "C31H56MnN3O2P2", "method": "ωB97M-V with the def2-TZVPD basis set", "e_homo_ev": [-9.45, -10.47], "multiplicity": 6, "charge": 1, "lumo_energy_ev": [-2.14, -4.11], "symbols": ["C", "C", "C", "C", "C", "H", "H", "H", "N", "P", "P", "C", "H", "H", "C", "O", "C", "H", "C", "C", "C", "C", "C", "H", "H", "H", "C", "H", "H", "H", "C", "H", "H", "H", "C", "H", "H", "H", "C", "H", "H", "H", "C", "H", "H", "H", "C", "H", "H", "H", "C", "H", "H", "H", "C", "H", "H", "H", "C", "H", "H", "H", "C", "H", "H", "H", "C", "H", "H", "H", "Mn", "N", "C", "C", "C", "C", "C", "H", "H", "H", "H", "H", "H", "H", "H", "H", "C", "C", "N", "O", "H", "H", "H", "H", "H"], "coordinates": [[-0.52528, 2.65036, 1.00522], [-1.82522, 1.18772, -0.25673], [-1.65077, 3.40693, 1.31792], [-3.01850, 1.78121, 0.20018], [-2.91686, 2.91824, 0.98442], [-1.50309, 4.36754, 1.81326], [-3.97227, 1.39789, -0.15568], [-3.79995, 3.45422, 1.31990], [-0.65672, 1.43946, 0.43671], [2.03295, 1.69447, 1.46639], [-2.57510, -1.88227, -1.25136], [0.90263, 3.13441, 1.17300], [1.22130, 3.67002, 0.25877], [0.91492, 3.86576, 1.98716], [1.75337, -1.32303, 0.15549], [2.08002, -2.40112, -0.19484], [-1.70739, 0.55277, -1.52641], [-2.61795, 0.60839, -2.13115], [-3.25247, -2.48420, -2.85093], [-2.43464, -3.20377, -0.00877], [3.64980, 1.92802, 0.49515], [2.24041, 1.96007, 3.34021], [-2.00910, -2.88100, -3.67212], [-1.50856, -3.75780, -3.24049], [-2.31733, -3.14187, -4.69315], [-1.26369, -2.07481, -3.72779], [-4.23689, -3.66964, -2.75906], [-3.77950, -4.59000, -2.38891], [-5.10774, -3.41939, -2.13830], [-4.60363, -3.88479, -3.77416], [-4.05526, -1.33922, -3.47972], [-4.48945, -1.70984, -4.42127], [-4.86238, -1.02388, -2.79990], [-3.45338, -0.46117, -3.73082], [-1.89567, -4.51679, -0.58695], [-0.84914, -4.39680, -0.90343], [-1.93413, -5.27623, 0.20687], [-2.46995, -4.89278, -1.43478], [-1.45764, -2.78525, 1.09957], [-0.42448, -2.76473, 0.73563], [-1.69772, -1.79715, 1.50377], [-1.51740, -3.52368, 1.91067], [-3.85411, -3.30523, 0.58011], [-4.58368, -3.71732, -0.12683], [-3.82780, -3.94907, 1.46813], [-4.19735, -2.30477, 0.88527], [3.25241, 0.94025, 3.87029], [3.25865, 1.00273, 4.96903], [2.97608, -0.08467, 3.59471], [4.27546, 1.14754, 3.52736], [0.86980, 1.73621, 3.99933], [0.14508, 2.51675, 3.73057], [0.45170, 0.75882, 3.72703], [1.00135, 1.75803, 5.09188], [2.71190, 3.38232, 3.71297], [2.89935, 3.39191, 4.79800], [3.64206, 3.67338, 3.21570], [1.95633, 4.14904, 3.50269], [3.29697, 2.24547, -0.96472], [2.79443, 3.21875, -1.04838], [4.23105, 2.29087, -1.54430], [2.65517, 1.46877, -1.41177], [4.41825, 0.59154, 0.56061], [3.80793, -0.24526, 0.19041], [5.31853, 0.66945, -0.06727], [4.74252, 0.35624, 1.58294], [4.52719, 3.04367, 1.06645], [3.98764, 3.99875, 1.12544], [4.93812, 2.77663, 2.05028], [5.38644, 3.19053, 0.39180], [0.79069, 0.19256, 0.22256], [0.63259, 0.10817, -1.58892], [-0.44391, 0.55527, -2.14554], [-0.27591, 1.26358, -3.51418], [-1.57762, 1.26902, -4.30949], [0.13816, 2.70182, -3.19210], [0.84862, 0.60087, -4.31484], [-1.84289, 0.24525, -4.60734], [-2.39355, 1.71196, -3.72502], [-1.51463, 1.88177, -5.22433], [1.06385, 2.68071, -2.59696], [0.32432, 3.28473, -4.10600], [-0.64725, 3.19952, -2.61447], [1.21630, 1.25126, -5.11635], [1.68903, 0.36100, -3.65006], [0.51815, -0.34681, -4.75352], [2.13008, -2.97426, 3.13386], [1.03077, -2.01529, 3.47879], [0.48444, -2.19528, 4.69766], [0.60083, -1.11307, 2.72306], [2.71614, -3.22689, 4.02890], [2.79294, -2.54581, 2.37725], [1.68930, -3.89718, 2.72843], [-0.26860, -1.58814, 4.99000], [0.81056, -2.92236, 5.31725]], "lowdin_spin": [0.03, 0.05, 0.08, 0.07, 0.03, 0.00, 0.01, 0.00, 0.08, 0.01, 0.77, 0.00, 0.00, 0.00, -0.04, -0.02, 0.35, 0.00, 0.09, 0.11, 0.00, 0.01, 0.05, 0.00, 0.01, 0.01, 0.01, 0.00, 0.00, 0.00, 0.02, 0.00, 0.01, 0.00, 0.02, 0.00, 0.00, 0.00, 0.01, 0.00, 0.00, 0.00, 0.06, 0.00, 0.01, 0.01, 0.00, 0.00, 0.00, 0.00, 0.00, 0.00, 0.00, 0.00, 0.00, 0.00, 0.00, 0.00, 0.00, 0.00, 0.00, 0.00, 0.00, 0.00, 0.00, 0.00, 0.00, 0.00, 0.00, 0.00, 2.90, 0.11, 0.11, 0.00, 0.00, 0.00, 0.00, 0.00, 0.00, 0.00, 0.00, 0.00, 0.00, 0.00, 0.00, 0.00, 0.00, 0.00, 0.00, 0.03, 0.00, 0.00, 0.00, 0.00, 0.00]}



{"formula": "C10H13FeNO2", "method": "ωB97M-V with the def2-TZVPD basis set", "e_homo_ev": [-2.50, -3.35], "multiplicity": 6, "charge": -1, "lumo_energy_ev": [3.24, 3.40], "symbols": ["C", "C", "C", "C", "C", "Fe", "C", "C", "C", "N", "H", "H", "H", "H", "H", "H", "H", "H", "H", "H", "C", "O", "C", "O", "H", "H", "H"], "coordinates": [[1.78379, 1.31359, -0.90870], [1.58132, 1.62890, 0.53848], [0.20666, 1.92373, 0.74048], [-0.44907, 1.78389, -0.58310], [0.57273, 1.62564, -1.61118], [-0.05139, -0.46171, -0.85010], [1.47014, -1.46980, 1.09168], [2.10935, -2.23060, 0.07117], [2.62863, -2.55248, -1.04143], [-1.55534, 0.22789, -1.77242], [-0.24206, 2.42151, 1.68133], [2.37325, 1.74127, 1.32017], [-1.53589, 2.06404, -0.71173], [0.40578, 1.44313, -2.65885], [2.78483, 1.16581, -1.31939], [2.29250, -0.92752, 1.63267], [-0.00116, -0.82920, -2.56572], [0.68128, -1.76769, 1.75058], [3.65629, -3.00865, -0.93423], [2.24270, -2.48612, -2.09464], [-3.70471, -0.18363, 1.06782], [-2.54692, 0.37046, 0.48158], [-1.43722, -0.21007, 0.98856], [-1.27076, -0.70640, 2.09929], [-3.63205, -1.25670, 1.28378], [-4.45389, 0.00038, 0.32944], [-3.90882, 0.38033, 1.97447]], "lowdin_spin": [0.07, 0.08, 0.09, 0.10, 0.07, 3.08, 0.00, 0.02, 0.01, 1.38, 0.00, 0.00, 0.01, 0.00, 0.01, 0.00, -0.05, 0.00, 0.00, 0.00, 0.00, 0.04, 0.07, 0.02, 0.00, 0.00, 0.00]}